Formula: C22H36N2O5S3SiY
Source: the OMol25 dataset
Level of theory: wB97M-V/def2-TZVPD

```
! wB97M-V def2-TZVPD RIJCOSX def2/J DEFGRID3
* xyz 1 1
Y 1.1128 1.0137 0.8487
O 1.7591 5.1128 2.8767
C 1.0976 4.8008 4.0088
C 0.9416 5.8261 4.9416
C 0.2872 5.5964 6.1301
C -0.2322 4.3333 6.4183
C -0.0903 3.3176 5.5047
C 0.5758 3.5231 4.2846
C 0.6982 2.4121 3.3316
O 1.2897 2.6143 2.1545
N 0.1990 1.2639 3.6855
N 0.2186 0.2400 2.7323
C -0.2830 -0.8651 3.1961
S -0.7071 -1.0204 4.8667
C -1.4339 -2.6820 4.6670
C -0.7214 -3.3943 3.5389
S -0.5996 -2.2146 2.1554
H 1.7682 4.3379 2.2984
H 1.3505 6.7973 4.6968
H 0.1726 6.4033 6.8417
H -0.7459 4.1563 7.3530
H -0.4921 2.3361 5.7076
H -2.4955 -2.5620 4.4568
H -1.3127 -3.2105 5.6110
H -1.2845 -4.2562 3.1849
H 0.2848 -3.7026 3.8174
C 2.0256 -2.7540 -0.2847
C 2.2499 -1.5852 -1.2302
C 2.1783 -2.0493 -2.6763
C 3.5816 -0.8989 -0.9501
O 1.2333 -0.5602 -0.9509
Si -0.2811 -0.3340 -1.6925
S -0.8488 1.4348 -0.6062
O -0.2101 -0.1734 -3.2847
C 0.1157 0.8829 -4.2262
C -1.1155 1.7629 -4.3954
C 0.4644 0.1740 -5.5256
C 1.2966 1.7013 -3.7172
O -1.1248 -1.6391 -1.2860
C -2.4133 -2.1204 -1.7611
C -3.0069 -2.9327 -0.6211
C -2.1465 -2.9893 -2.9826
C -3.3213 -0.9481 -2.1099
H 2.7695 -3.5298 -0.4641
H 1.0306 -3.1700 -0.4411
H 2.1087 -2.4328 0.7563
H 2.9632 -2.7835 -2.8549
H 2.3223 -1.2164 -3.3625
H 1.2149 -2.5149 -2.8900
H 4.4105 -1.5854 -1.1132
H 3.6352 -0.5654 0.0963
H 3.7112 -0.0363 -1.6063
H -1.9505 1.1752 -4.7786
H -0.9050 2.5678 -5.0995
H -1.4028 2.1983 -3.4379
H -0.3818 -0.4249 -5.8623
H 1.3215 -0.4858 -5.3867
H 0.7060 0.9043 -6.2979
H 1.0445 2.1808 -2.7694
H 1.5399 2.4798 -4.4395
H 2.1795 1.0726 -3.5830
H -2.3224 -3.7320 -0.3317
H -3.9518 -3.3765 -0.9347
H -3.1884 -2.2892 0.2402
H -1.4903 -3.8205 -2.7195
H -1.6684 -2.3942 -3.7621
H -3.0811 -3.3929 -3.3724
H -3.4566 -0.2981 -1.2443
H -4.2967 -1.3185 -2.4235
H -2.8965 -0.3603 -2.9262
*
```

The molar mass is 621.73 g mol⁻¹. The calculation puts the LUMO energy at -0.1222 Eh. The calculation puts the calculated total energy at -2868.1201 Eh.



Formula: C24H44Cl3LaN4O3SSi
Source: the OMol25 dataset
Level of theory: wB97M-V/def2-TZVPD

```
! wB97M-V def2-TZVPD RIJCOSX def2/J DEFGRID3
* xyz 0 1
C -2.2746 -2.7914 -4.5912
C -1.3662 -2.9550 -3.3866
H -2.6175 -3.7762 -4.9496
H -1.7525 -2.3257 -5.4436
H -3.1458 -2.1722 -4.3213
C -0.5264 -4.0588 -3.2820
C -0.2009 -5.0039 -4.3659
H -0.1750 -4.3726 -2.3012
H 0.4125 -4.4854 -5.1132
H -1.0427 -5.4812 -4.9008
H 0.4413 -5.7901 -3.9431
La 1.0609 1.4554 0.8881
Cl -1.7012 1.8910 1.2603
Cl 2.1393 3.7127 0.0877
H 1.1564 6.7567 4.0317
H -1.2830 7.0710 3.1876
C 1.2965 6.0258 3.2281
C -1.0259 6.3377 2.4143
N 0.0180 5.4341 2.8828
H 1.9990 5.2442 3.5260
C -0.1829 4.1133 2.9555
O 0.7040 3.2253 2.8746
H -1.9096 5.7556 2.1329
H -1.2425 3.8523 3.0683
H 1.6866 6.5860 2.3740
H -0.6583 6.9103 1.5538
H 1.9554 -0.9532 -3.2153
H 2.2435 -3.6140 -2.0256
C 2.9574 -0.9153 -2.7649
C 3.1628 -3.1341 -1.6653
N 2.9951 -1.6901 -1.5279
H 3.2277 0.1221 -2.5599
C 3.0772 -1.0871 -0.3374
O 2.9421 0.1511 -0.1614
H 3.4151 -3.5692 -0.6936
H 3.2434 -1.7539 0.5166
H 3.6726 -1.3642 -3.4604
H 3.9555 -3.3400 -2.3931
O -0.9065 -1.4772 -2.8370
C -1.8004 -2.2301 -2.1020
C -0.0611 -3.0662 -0.5190
C -1.4076 -2.7991 -0.7898
H 0.6773 -2.7603 -1.2688
C 0.2809 -3.7887 0.6218
H -2.8429 -1.8934 -2.1605
C -2.4052 -3.1788 0.1237
H 1.3189 -4.0935 0.7674
C -0.7052 -4.0897 1.5677
C -2.0503 -3.7931 1.3187
H -3.4401 -2.9456 -0.1416
H -0.4349 -4.6530 2.4542
H -2.8308 -4.0287 2.0423
Si -0.3918 1.7412 -2.9412
Cl 0.1255 0.2243 -1.1731
C 1.2446 2.5795 -3.3188
C -1.2835 3.1089 -1.9955
C -1.3710 0.9503 -4.2650
H 2.1432 2.0121 -3.0441
H 1.3000 3.5406 -2.7768
H 1.2850 2.8168 -4.3925
H -0.7256 0.3909 -4.9512
H -1.8610 1.7627 -4.8205
H -2.1409 0.2899 -3.8519
H -1.7107 2.7323 -1.0505
H -2.0819 3.5223 -2.6351
H -0.5904 3.9354 -1.7541
S 1.2865 -1.0169 2.4361
C 0.3728 -0.4001 3.7561
N -0.8328 0.1756 3.6283
C -1.5927 0.6577 4.7754
C -0.6429 1.2885 5.7647
C 0.4531 0.3145 6.1414
N 0.8672 -0.5036 5.0025
H -1.2736 0.2236 2.7004
H -2.0991 -0.1944 5.2464
H -2.3385 1.3623 4.4006
H -1.1921 1.5950 6.6559
H -0.1993 2.1795 5.3127
H 0.0967 -0.3655 6.9228
H 1.3380 0.8350 6.5265
H 1.7657 -0.9718 5.0445
*
```

The molar mass is 742.06 g mol⁻¹. The calculation puts the LUMO energy at -0.0007 Eh. The calculation puts the calculated total energy at -3485.6205 Eh.



Formula: C4H13NS
Source: the OMol25 dataset
Level of theory: wB97M-V/def2-TZVPD

```
! wB97M-V def2-TZVPD RIJCOSX def2/J DEFGRID3
* xyz 0 1
C -0.6773 1.6898 -2.2144
C -0.9121 0.3144 -1.6237
C 0.2855 -0.1710 -0.8297
N 0.0431 -1.4492 -0.1623
H -0.4734 2.4236 -1.4260
H 0.2572 1.7048 -2.7876
H -1.4830 2.0850 -2.8243
H -1.8034 0.3512 -0.9925
H -1.0884 -0.4040 -2.4325
H 1.1473 -0.2027 -1.5049
H 0.5397 0.5948 -0.0896
H -0.6946 -1.9296 -0.6580
H 0.8662 -2.0401 -0.1480
C 1.0140 -0.3547 3.3016
S -0.6976 -0.5095 2.6448
H 1.5638 0.4111 2.7660
H 0.9225 -0.0983 4.3560
H 1.4950 -1.3305 3.2943
H -0.3046 -1.0850 1.3309
*
```

The molar mass is 107.22 g mol⁻¹. Its SMILES is CCCN.CS. The calculation puts the LUMO energy at 0.0324 Eh. The calculation puts the calculated total energy at -613.1140 Eh.